Here is a cluster of 10 separate species, C55H100BBrNO16P in total at a distorted geometry from the OMol25 dataset. Energies are from the ωB97M-V functional and the def2-TZVPD basis.

Output
multiplicity = 1
SMILES string = C=Cc1c(O)c2c(c(CCN)c1B(O)CC)C(=O)c1c(cc(Br)c(P(=O)(O)O)c1Cc1ccc(C)cc1)C2=O.CC(C)O.CC(C)O.CC(C)O.CC(C)O.CC(C)O.CC(C)O.CC(C)O.CC(C)O.CC(C)O
net charge = 0
Kohn-Sham gap = 7.62 eV
total energy = -6354.4174 Eh
max |F| = 0.0655 Eh/bohr
molar mass = 1153.1 g/mol

CARTESIAN COORDINATES (ANGSTROEM)
1 C 4.8253 5.6207 8.6494
2 C 4.0530 6.3966 7.8155
3 C 3.6577 5.7249 6.4568
4 C 4.6248 5.8347 5.3530
5 O 5.8256 6.5445 5.5066
6 C 4.3031 5.1855 4.0887
7 C 3.0306 4.4504 3.8347
8 C 2.0675 4.3917 4.9272
9 C 0.6864 3.6911 4.7624
10 C -0.4490 4.8368 4.6607
11 N 0.1718 6.0406 4.0419
12 C 2.3879 5.0074 6.2406
13 B 1.3902 4.9438 7.5217
14 O 0.2938 5.8486 7.6241
15 C 1.5628 3.8591 8.7044
16 C 1.0349 2.4035 8.3256
17 C 2.8204 3.8019 2.4304
18 O 1.7372 3.8510 1.8854
19 C 4.1047 3.1580 1.8055
20 C 5.3596 3.9239 2.0343
21 C 6.5848 3.3708 1.4838
22 C 6.5670 2.1227 0.6971
23 Br 8.2858 1.5231 0.0269
24 C 5.3565 1.3427 0.4434
25 P 5.2557 -0.2377 -0.5114
26 O 6.5277 -0.7152 -1.1266
27 O 4.1239 -0.2038 -1.7429
28 O 4.7435 -1.4511 0.5292
29 C 4.0797 1.8874 1.0519
30 C 2.6802 1.1898 0.9566
31 C 2.2867 0.5697 2.3545
32 C 3.2230 -0.2841 3.1176
33 C 2.8449 -0.8991 4.4006
34 C 1.5270 -0.6817 5.0034
35 C 1.1723 -1.3309 6.3778
36 C 0.5886 0.1633 4.2498
37 C 0.9681 0.7664 2.9650
38 C 5.2921 5.2419 2.8744
39 O 5.9158 6.2394 2.6069
40 H 5.6757 6.0201 9.2471
41 H 4.5853 4.5263 8.6497
42 H 3.7678 7.4417 8.0759
43 H 6.5257 5.8690 5.5466
44 H 0.6012 3.1160 3.8075
45 H 0.4311 2.9826 5.5906
46 H -0.9324 5.0408 5.6473
47 H -1.2310 4.4318 3.9552
48 H 0.2320 5.8143 3.0426
49 H -0.4060 6.8702 4.1889
50 H 0.6937 6.7396 7.6314
51 H 0.9841 4.2034 9.5984
52 H 2.6556 3.7429 8.9647
53 H 0.2276 2.3969 7.5508
54 H 0.5653 1.9705 9.2592
55 H 1.8971 1.7370 8.0751
56 H 7.5491 3.9031 1.6663
57 H 4.0448 -1.1272 -2.0649
58 H 5.5880 -1.7100 0.9783
59 H 1.8618 1.8955 0.5744
60 H 2.6644 0.3153 0.2444
61 H 4.2532 -0.4996 2.7537
62 H 3.5598 -1.5653 4.9400
63 H 1.0828 -0.5213 7.1621
64 H 0.1925 -1.8685 6.3274
65 H 2.0347 -1.9703 6.6901
66 H -0.4185 0.3223 4.7195
67 H 0.1757 1.3954 2.4792
68 C 7.5721 -3.8752 -1.2948
69 C 6.6315 -4.7753 -2.0787
70 C 7.1495 -5.0251 -3.4868
71 O 5.3421 -4.1688 -2.1473
72 H 7.6669 -2.8990 -1.7773
73 H 7.1838 -3.6947 -0.2903
74 H 8.5667 -4.3212 -1.2102
75 H 6.5135 -5.7284 -1.5571
76 H 7.2317 -4.0863 -4.0429
77 H 6.4584 -5.6634 -4.0423
78 H 8.1303 -5.5057 -3.4675
79 H 5.4401 -3.3258 -2.6071
80 C 5.4427 -4.6382 3.7748
81 C 6.5365 -4.6986 2.7200
82 C 7.7897 -5.3691 3.2596
83 O 6.8538 -3.3754 2.2871
84 H 5.7697 -4.0542 4.6412
85 H 4.5530 -4.1446 3.3767
86 H 5.1651 -5.6385 4.1137
87 H 6.1743 -5.2456 1.8467
88 H 8.1956 -4.8100 4.1085
89 H 8.5695 -5.3956 2.4954
90 H 7.5823 -6.3913 3.5830
91 H 7.1756 -2.8809 3.0513
92 C 1.5104 1.8048 -2.8709
93 C 0.0746 1.6908 -2.4160
94 C -0.7937 2.7710 -3.0409
95 O 0.0410 1.7993 -0.9983
96 H 1.9372 2.7689 -2.5736
97 H 2.1226 1.0313 -2.4042
98 H 1.5942 1.7076 -3.9558
99 H -0.3253 0.7091 -2.6771
100 H -0.4405 3.7676 -2.7561
101 H -1.8239 2.6867 -2.6877
102 H -0.7909 2.6983 -4.1305
103 H 0.3966 2.6663 -0.7629
104 C -0.9400 3.9188 13.7291
105 C 0.3270 3.4283 13.0456
106 C 1.5411 3.5945 13.9463
107 O 0.5284 4.1579 11.8357
108 H -0.8646 4.9835 13.9701
109 H -1.8013 3.8035 13.0678
110 H -1.1310 3.3656 14.6512
111 H 0.2134 2.3767 12.7728
112 H 1.6999 4.6483 14.1947
113 H 2.4445 3.2485 13.4394
114 H 1.4242 3.0316 14.8749
115 H 0.6303 5.0903 12.0642
116 C -4.2813 -1.5507 -3.4553
117 C -2.8367 -1.7709 -3.8754
118 C -2.3698 -3.1755 -3.5312
119 O -2.0007 -0.8157 -3.2211
120 H -4.3939 -1.6686 -2.3730
121 H -4.6012 -0.5348 -3.6987
122 H -4.9491 -2.2564 -3.9540
123 H -2.7371 -1.6042 -4.9505
124 H -2.4184 -3.3484 -2.4510
125 H -1.3290 -3.3176 -3.8279
126 H -2.9809 -3.9281 -4.0329
127 H -2.0807 -0.9537 -2.2686
128 C -3.1590 -3.8253 -8.0547
129 C -1.7927 -4.3580 -7.6525
130 C -1.2259 -5.2825 -8.7188
131 O -1.8991 -5.0677 -6.4170
132 H -3.8751 -4.6428 -8.1822
133 H -3.5608 -3.1713 -7.2769
134 H -3.1036 -3.2637 -8.9877
135 H -1.1071 -3.5235 -7.4871
136 H -1.8764 -6.1499 -8.8671
137 H -0.2496 -5.6664 -8.4139
138 H -1.1149 -4.7632 -9.6731
139 H -2.5027 -5.8084 -6.5517
140 C -7.9304 -4.3821 -6.6646
141 C -6.8951 -3.3170 -6.3393
142 C -7.5026 -2.1869 -5.5243
143 O -6.3557 -2.7912 -7.5519
144 H -8.7473 -3.9614 -7.2590
145 H -7.4839 -5.1820 -7.2599
146 H -8.3496 -4.8164 -5.7543
147 H -6.0669 -3.7670 -5.7858
148 H -8.3046 -1.6928 -6.0810
149 H -6.7520 -1.4239 -5.3070
150 H -7.9095 -2.5558 -4.5795
151 H -7.0806 -2.3904 -8.0486
152 C -12.4910 -0.1179 -7.0647
153 C -11.3214 -0.2790 -6.1060
154 C -11.2800 0.8514 -5.0897
155 O -10.0997 -0.3004 -6.8442
156 H -12.4057 0.8159 -7.6288
157 H -12.5026 -0.9298 -7.7951
158 H -13.4430 -0.1158 -6.5296
159 H -11.4014 -1.2369 -5.5869
160 H -11.1540 1.8177 -5.5875
161 H -10.4299 0.7291 -4.4149
162 H -12.1959 0.8824 -4.4957
163 H -10.0174 0.5419 -7.3081
164 C -5.5333 -1.3774 -11.9190
165 C -5.4504 -2.8952 -11.8606
166 C -6.8271 -3.5298 -11.9874
167 O -4.8558 -3.2919 -10.6276
168 H -6.1407 -0.9891 -11.0955
169 H -4.5401 -0.9352 -11.8162
170 H -5.9696 -1.0411 -12.8624
171 H -4.8036 -3.2585 -12.6625
172 H -7.4782 -3.2140 -11.1662
173 H -6.7536 -4.6181 -11.9332
174 H -7.3022 -3.2583 -12.9329
175 H -5.4214 -2.9747 -9.9099

Cartesian forces, eV/Å:
-0.9 0.6 -0.9
0.6 -1.6 0.1
-1.2 -0.4 -1.0
-1.8 -1.0 -0.5
-0.9 -1.2 0.1
-0.7 -0.6 0.0
1.1 1.0 2.1
1.0 0.0 0.3
-0.6 1.0 -0.3
0.1 -0.8 -0.6
-0.7 -0.5 0.2
1.7 0.6 -1.3
-0.5 -0.4 0.1
1.9 -0.2 0.4
-0.1 -0.2 -0.4
-0.1 0.0 1.1
0.6 0.3 0.9
0.7 -0.2 0.1
1.4 -0.3 -0.3
-0.5 -2.4 -1.2
-1.6 -0.6 -0.2
-1.1 0.5 0.6
-0.9 0.5 0.5
-1.7 2.4 1.6
1.0 -2.7 -1.4
-0.8 1.0 0.8
0.6 0.1 2.3
0.8 2.1 -0.8
1.1 1.4 0.1
-0.3 -0.7 0.3
-0.4 -0.9 2.2
-1.7 0.2 1.0
-1.4 1.3 -1.1
0.5 0.8 -2.0
0.3 1.1 -0.4
2.1 -0.7 -0.2
0.6 -1.0 1.0
-0.7 -0.3 0.8
0.0 -0.9 -0.1
-1.4 -0.2 0.4
1.2 0.9 -0.5
1.0 -0.6 -0.9
-0.1 0.5 -0.1
0.5 0.5 1.0
0.5 0.7 -0.6
0.6 0.1 -0.9
0.5 0.2 0.9
0.1 0.6 0.4
0.1 -0.4 -0.3
-0.6 -0.2 -0.6
0.7 -0.2 -0.7
-1.2 0.3 -0.1
0.9 -0.1 0.5
0.5 0.4 -1.0
-0.9 0.5 -0.2
-1.0 -0.6 -0.3
0.1 0.6 0.2
-0.8 -0.3 -0.3
1.5 -1.0 0.8
0.3 1.0 0.5
-1.1 0.3 0.2
-0.5 0.7 -0.6
0.0 -0.8 -0.8
1.0 0.2 0.1
-1.0 0.2 -0.2
1.0 0.0 -0.8
1.1 -0.7 0.2
0.1 0.0 0.2
0.4 0.6 -0.3
-0.1 -0.3 -0.1
-0.4 -0.2 0.1
0.0 -0.1 0.0
0.0 0.0 0.0
0.0 0.0 0.0
-0.2 0.1 0.0
0.1 0.0 0.1
0.0 0.0 0.1
0.0 0.0 0.0
0.2 -0.1 0.1
-0.3 0.0 -0.1
0.1 0.0 0.7
0.2 -0.1 -0.2
-0.1 0.3 -0.4
0.1 -0.1 0.0
0.0 -0.1 0.0
0.0 0.1 0.0
0.0 0.2 -0.1
-0.1 0.0 0.0
-0.1 0.0 0.0
0.0 0.0 0.0
0.0 -0.1 -0.1
0.4 -0.2 -0.2
0.1 0.5 -0.3
-0.3 0.0 0.0
-0.3 -0.1 0.5
-0.1 0.1 -0.1
-0.1 0.0 -0.1
0.0 0.0 0.0
0.0 0.1 0.2
0.1 0.0 -0.1
0.0 -0.1 -0.1
0.0 0.0 0.0
-0.1 0.0 -0.1
-0.2 -0.1 -0.1
0.0 0.6 0.4
0.2 -0.2 0.0
0.0 -0.2 -0.1
0.1 -0.1 0.1
0.1 -0.1 0.0
0.0 0.1 0.0
0.0 0.1 -0.2
-0.1 0.0 0.0
-0.1 0.0 0.0
0.0 0.1 0.0
0.0 -0.1 0.0
-0.1 0.2 -0.1
-0.2 -0.3 0.6
0.2 -0.1 -0.1
0.1 0.2 -0.2
0.1 -0.1 0.0
0.0 -0.1 -0.1
0.0 0.0 0.1
0.1 0.1 0.1
-0.1 0.1 0.0
-0.1 0.0 -0.1
0.1 0.0 0.0
0.0 0.0 -0.1
0.1 0.3 0.2
-0.6 -0.5 -0.3
0.3 0.0 0.0
0.2 0.1 0.3
0.1 0.0 -0.1
0.1 0.0 0.0
-0.1 -0.1 0.0
0.0 -0.1 0.2
-0.1 0.1 0.0
0.0 0.1 0.0
0.0 -0.1 0.0
0.1 0.1 -0.1
0.1 -0.3 -0.1
-0.7 0.2 0.0
0.1 0.2 0.1
0.3 0.0 -0.3
0.0 0.1 0.1
0.0 0.0 0.1
0.0 0.0 0.0
0.1 0.1 -0.2
0.0 -0.1 0.0
0.0 -0.1 0.0
0.0 0.0 0.0
0.0 0.0 0.2
-0.1 -0.2 -0.1
-0.2 0.7 -0.2
0.1 -0.1 0.3
0.1 -0.3 0.0
0.0 0.0 0.1
0.0 0.0 0.1
0.0 0.0 0.0
0.2 0.0 -0.1
-0.1 0.0 -0.1
-0.1 -0.1 0.0
0.0 0.0 0.0
0.0 -0.1 0.1
0.2 0.1 -0.1
-0.5 0.3 0.4
0.0 -0.2 -0.2
0.1 -0.1 -0.2
-0.1 -0.1 -0.1
0.0 -0.1 -0.1
0.0 0.0 0.1
0.1 -0.1 0.2
0.0 0.1 0.0
0.0 0.1 -0.1
0.0 0.0 0.1
0.1 -0.1 0.1